Record 1
DFT (wB97M-V/def2-TZVPD) results for C12H22Si in the gas phase at a distorted geometry.

Results
frontier orbital gap (spin up / spin down)	7.2 / 7.0	eV
relative energy (zero: lowest compared OMol25 entry of this formula, charge and spin)	81.5	kcal per mole
E_HOMO (spin up / spin down)	-0.2996 / -0.2706	Eh

Atoms and positions in Å:
H (3.9815, -1.4777, -1.8876)
H (-2.6244, -1.7485, 0.2506)
H (4.3788, 1.2234, 2.2330)
H (-4.2742, -1.6931, 0.6054)
H (-5.2285, 0.7042, 0.3724)
H (4.5292, 0.3601, -1.9124)
C (-1.8814, 0.5735, -0.4479)
H (-1.1932, -0.1865, -0.6981)
H (-0.1162, 3.4256, -0.1087)
C (-4.3116, 1.1987, 0.0767)
C (-0.0694, 2.3449, -0.0440)
C (1.8320, 0.6733, 0.2481)
Si (3.4567, -0.0648, 0.3752)
H (4.7133, 1.8593, 0.5924)
H (5.2392, -0.8740, -0.9442)
H (1.9742, 2.4930, -0.4623)
H (-4.8237, 1.7043, -0.7414)
H (2.8574, -1.4851, 2.3760)
C (3.4691, -1.5690, 1.4694)
H (4.3412, -1.9146, 2.0393)
C (-3.6017, -0.2654, -1.9257)
H (-4.7102, -0.5538, -2.0198)
C (4.3086, -0.5552, -1.2781)
H (-3.0539, -1.1127, -2.3042)
H (-2.2960, 2.5603, -0.0806)
H (-3.7838, 1.9001, 0.7520)
H (5.7247, 0.4815, 1.3458)
C (4.7861, 0.9582, 1.2498)
C (1.1924, 1.7819, -0.0937)
C (-3.4597, -1.0551, 0.5139)
C (-3.3333, 0.1522, -0.4679)
H (3.2014, -2.3913, 0.8386)
C (-1.4284, 1.7725, -0.0781)
H (-3.2566, -0.6655, 1.4480)
H (-3.3317, 0.5348, -2.5504)

Record 2
DFT (wB97M-V/def2-TZVPD) results for a 2-piece molecular cluster, C12H23BrN2OP overall at a distorted geometry.

Results
charge	+1
frontier orbital gap	6.6	eV
relative energy (zero: lowest compared OMol25 entry of this formula, charge and spin)	87.2	kcal per mole
E_HOMO	-0.4276	Eh

Atoms and positions in Å:
H (-4.8157, 1.3116, -1.5211)
C (4.3385, -2.3840, -0.2242)
H (1.6039, -2.9812, 1.2010)
H (-3.7895, 0.4412, -0.1619)
O (4.6457, -1.0703, 0.2238)
P (-1.2046, -0.5974, 0.4116)
Br (-2.1750, 1.3946, -4.1701)
N (0.2904, 1.7459, -2.7808)
H (-2.8680, 2.8736, -2.0277)
H (0.5365, -2.9733, 2.6783)
N (-0.3837, 1.0446, -1.8962)
H (-0.3657, -2.9827, -0.0946)
H (-2.7448, -0.1239, 2.3297)
C (0.7837, -2.3657, 1.7278)
H (1.1557, -1.3561, 2.0928)
H (-4.3709, 2.2270, 0.0514)
C (-1.7821, 0.3665, 1.9268)
C (1.6502, 1.9798, -2.5268)
H (-2.1190, 1.4021, 1.5415)
H (4.7520, -3.1021, 0.4836)
H (-1.2147, 1.0877, 3.9722)
H (4.2706, -0.4559, -0.4181)
H (2.2565, 2.6131, -3.2620)
C (-1.8709, 0.8934, -2.2421)
H (-1.9987, 2.3594, -0.5025)
H (-1.3757, -2.8474, 1.4239)
C (-0.5476, -2.3151, 0.8199)
C (-4.0296, 1.4198, -0.6982)
C (-0.0200, 0.3964, -0.6795)
H (3.3922, 1.6597, -1.0551)
H (-0.2719, -0.3910, 3.4454)
H (3.2538, -2.5123, -0.2771)
H (4.7816, -2.5513, -1.2086)
C (2.2904, 1.4197, -1.2466)
C (1.4892, 0.5610, -0.2444)
H (-2.2302, -0.1787, -2.1570)
H (0.1174, 1.2969, 2.6318)
C (-2.6690, 1.9615, -1.3499)
H (1.9208, 0.1319, 0.7116)
C (-0.6816, 0.6011, 3.0711)

Record 3
DFT (wB97M-V/def2-TZVPD) results for a 2-piece molecular cluster, C12H23F3O4P overall.

Results
charge	+1
frontier orbital gap	8.0	eV
E_HOMO	-0.4105	Eh

Atoms and positions in Å:
H (1.9399, -3.8466, 4.1320)
H (-0.3793, 3.5418, -1.2150)
H (3.9272, -1.8621, 1.0472)
H (1.7956, 0.0618, -0.7615)
H (2.8562, 1.2436, 1.2082)
O (1.6713, 1.8934, -1.7199)
C (3.6094, -2.8338, 1.4241)
H (0.7611, -2.8250, 2.2859)
H (-5.7317, 1.8518, 0.4439)
C (-5.4990, 0.6375, -1.2118)
H (0.7221, 0.7247, -3.1292)
H (3.2087, -1.9090, 3.3325)
C (2.4246, -3.9158, 3.1596)
C (1.4794, -3.6062, 2.0066)
H (-1.7622, 3.2450, -2.2811)
H (4.4852, 0.4924, -0.9510)
H (3.8541, 2.1509, -0.6485)
C (-5.2132, -0.6282, -1.5115)
F (-4.0348, -1.1556, -1.2549)
C (0.6198, 1.6631, -2.5841)
H (-4.3435, 3.5562, -0.2225)
H (0.9234, -4.4793, 1.6637)
F (-6.4518, 1.2759, -1.9182)
F (-6.0384, -1.4797, -2.0288)
O (2.2909, -3.1171, 0.9375)
C (2.4156, 0.7105, -1.3836)
O (3.5303, 0.6945, 0.7966)
H (4.2930, -3.5993, 1.0426)
H (-1.9320, 1.1682, 0.3588)
C (-4.8930, 1.4124, -0.1009)
H (-1.9191, 3.3520, 0.9309)
O (-0.6208, 1.5623, -1.8784)
P (-2.2508, 2.4513, -0.0817)
C (3.6553, 1.0815, -0.5682)
H (2.8323, -4.9228, 3.0533)
H (-4.0009, 2.6423, -1.6575)
H (-4.4081, 0.7323, 0.5968)
H (2.7303, 0.1853, -2.2868)
H (0.5703, 2.4760, -3.3139)
C (-1.1362, 2.8052, -1.4950)
C (3.5252, -2.8794, 2.9424)
C (-3.9798, 2.5877, -0.5680)
H (4.4733, -3.1396, 3.4091)

Record 4
DFT (wB97M-V/def2-TZVPD) results for a 4-piece molecular cluster, C12H23FO3S3 overall.

Results
frontier orbital gap	9.3	eV
E_HOMO	-0.3291	Eh

Atoms and positions in Å:
H (-0.3542, 2.2569, -2.7777)
C (-2.5343, -2.8650, 4.3710)
H (0.8524, 3.2322, 3.0593)
S (-1.4379, -1.9659, 3.2542)
O (0.5287, 4.7963, -5.1273)
C (0.4110, 0.6846, 0.8651)
H (0.0414, -0.3322, 0.8394)
H (-2.0984, -2.8069, 5.3648)
F (0.7975, 0.6823, -1.4408)
H (1.6259, 4.3476, 0.9940)
H (2.3745, -3.1322, -1.7319)
H (0.7516, -2.3288, -1.9052)
O (-1.9789, -0.5993, 3.1794)
H (0.0261, 0.9089, 2.9760)
C (1.4893, -2.7565, -1.2289)
H (-1.6388, 5.2987, -3.5322)
H (-1.2893, 3.0246, -4.1100)
H (-1.6330, -2.1318, 0.9223)
C (1.3452, 2.6362, -0.2367)
C (-0.2967, 2.8111, -3.7092)
C (-0.7408, 5.3612, -2.9198)
H (2.6170, -5.3062, -0.7038)
H (-0.9380, 5.0312, -1.8992)
C (2.1243, -4.9293, 0.1947)
S (0.5584, 4.4077, -3.7009)
C (0.3789, 1.3761, 2.0682)
H (-3.5065, -2.3754, 4.3295)
C (0.8263, 1.3442, -0.2595)
H (0.2383, 2.2750, -4.4929)
H (-1.4289, -3.7508, 1.6882)
H (1.8710, -5.7471, 0.8601)
C (-1.9323, -2.7875, 1.7373)
H (-2.6792, -3.9000, 4.0623)
S (0.6307, -4.1062, -0.3902)
O (0.0783, -4.9950, -1.4452)
H (1.7287, 3.0428, -1.1630)
H (-0.3898, 6.3929, -2.8963)
H (1.7099, -1.9858, -0.4876)
C (1.2748, 3.3232, 0.9693)
H (-3.0093, -2.9439, 1.6674)
C (0.8140, 2.7006, 2.1184)
H (2.7921, -4.1888, 0.6370)

Record 5
DFT (wB97M-V/def2-TZVPD) results for C12H23FeN7S as an isolated structure.

Results
charge	+2
frontier orbital gap	8.1	eV
relative energy (zero: lowest compared OMol25 entry of this formula, charge and spin)	0.0	kcal per mole
E_HOMO	-0.5422	Eh

Atoms and positions in Å:
H (0.4475, -4.0757, -1.7531)
H (1.3750, -2.7887, -0.0553)
H (1.6470, -2.1615, -2.6239)
S (2.5828, -0.1516, -0.3904)
N (-0.2102, -0.2867, 1.8279)
H (1.7267, 3.4471, 1.4536)
N (-1.8214, -0.4112, -0.4563)
C (-1.4621, 0.3507, 4.2419)
H (3.4275, 3.0156, -1.8693)
H (0.9298, -0.1260, -2.6553)
H (0.0994, 4.1157, 1.3217)
H (-1.0483, -3.1780, -1.6145)
C (2.4638, 1.4450, -0.9463)
C (0.2024, 1.9782, 1.2758)
H (1.2237, 3.1290, -0.9300)
H (-2.4085, -1.7461, -1.9692)
H (-2.3972, -0.9592, 0.1768)
H (0.6326, 3.3767, 2.8354)
N (0.4029, 1.4953, 0.1005)
N (0.3977, -2.5655, -0.2318)
H (-2.0419, 0.5585, -0.2414)
C (0.0338, -3.0828, -1.5733)
C (-1.0413, 1.3549, 3.3787)
H (-1.1990, 2.3951, 3.6275)
H (-1.2660, -0.5638, -3.7932)
N (1.3305, 2.1466, -0.7214)
H (-0.3809, -2.2576, 2.4093)
Fe (0.2414, -0.4853, -0.1853)
C (-1.0954, -0.2282, -2.7677)
H (-3.1502, -0.1709, -2.1192)
H (0.1988, -2.3583, -3.6060)
H (-1.0512, 0.8627, -2.7822)
H (-1.4825, -1.7806, 4.5467)
N (0.2058, -0.7084, -2.2471)
H (4.2990, 1.5279, -1.7828)
N (3.4581, 2.0481, -1.5889)
H (-0.1198, -3.0801, 0.4724)
H (-1.9594, 0.5966, 5.1700)
C (-1.2094, -0.9622, 3.8958)
C (-2.2219, -0.6809, -1.8605)
C (0.6876, 3.3025, 1.7544)
C (-0.4166, 1.0009, 2.1984)
C (-0.5877, -1.2328, 2.6832)
C (0.5571, -2.1054, -2.6059)

Record 6
DFT (wB97M-V/def2-TZVPD) results for an isolated ion of composition C12H23I2S and charge +1 at a distorted geometry.

Results
charge	+1
frontier orbital gap	8.1	eV
E_HOMO	-0.4617	Eh

Atoms and positions in Å:
C (-3.4492, -0.8188, 0.5391)
H (-2.3768, 4.4626, -1.7037)
C (-1.4511, 3.9986, -1.1581)
H (-0.9167, 3.2960, -1.9617)
H (-3.1628, -0.6187, -0.6002)
C (3.7553, 0.1800, 0.3124)
H (4.5161, 0.3561, 1.2114)
C (2.2647, -2.0591, -0.2130)
H (-2.7737, -2.6924, 1.6617)
H (-4.5169, -1.3105, 0.5935)
H (-0.4589, -3.0899, 0.4934)
S (-3.5883, 0.8756, 1.4120)
H (3.1547, -1.4555, 1.7980)
C (-2.2554, -1.7602, 1.1534)
H (2.6837, 1.7797, -1.0868)
H (-0.6349, 4.7856, -0.8344)
H (-2.6387, 0.7847, 2.4461)
H (3.7839, 2.5599, 0.3531)
H (-0.1765, -0.3232, 0.2015)
C (-3.0867, 2.1003, 0.0769)
I (-0.5140, 2.9023, 1.7961)
H (3.2796, -2.3486, -0.7495)
C (2.6280, -0.8937, 0.8867)
I (-4.4694, 2.2189, -1.6715)
C (-0.2980, -1.1219, -0.6599)
H (0.9169, -2.6001, -1.9730)
C (1.1198, -1.6304, -1.3102)
H (1.5500, -0.7964, -2.0178)
C (-1.2198, -2.3381, -0.0193)
H (4.2838, -0.1815, -0.6734)
H (-0.9135, -0.5995, -1.5344)
H (1.6785, -0.3642, 1.3511)
H (1.8732, -3.0192, 0.3387)
C (-1.8716, 2.9614, 0.0821)
H (-1.7730, -2.9389, -0.8655)
H (2.1282, 1.7268, 0.7330)
H (-1.6440, -1.2110, 1.9872)
C (3.0785, 1.6808, 0.0240)

Sequential calculated total energy output: -20673.2353 -97163.5337 -38437.8388 -54179.9069 -68458.6373 -39839.7456 eV